--- 1 ---
Density functional theory data (ωB97M-V with the def2-TZVPD basis set) for C27H43F5FeGeN3O3SSeSi as an isolated structure.

Last column: Mulliken charge in e.
Atoms and positions in Å:
Fe1 -0.14 0.15 -0.45  -0.826
N1 2.03 0.21 -0.70  -0.128
C1 2.80 0.68 -1.86  -0.396
C2 3.02 2.19 -1.83  -1.344
C3 1.75 2.94 -1.43  0.367
C4 0.55 2.59 -2.32  -0.666
N2 -0.53 1.91 -1.57  -0.595
H1 2.43 0.54 0.17  0.302
H2 2.12 -0.80 -0.65  0.032
H3 2.25 0.38 -2.76  0.188
H4 3.78 0.18 -1.91  0.470
H5 3.38 2.50 -2.81  0.372
H6 3.81 2.43 -1.11  0.438
H7 1.93 4.02 -1.43  0.401
H8 1.50 2.68 -0.41  -0.365
H9 0.85 1.90 -3.11  0.284
H10 0.16 3.48 -2.82  0.491
H11 -1.24 1.64 -2.26  0.199
H12 -0.96 2.59 -0.95  0.363
C5 0.47 5.22 4.77  -1.498
C6 0.61 4.24 3.61  0.218
C7 0.54 2.79 4.07  -0.909
C8 0.81 1.76 2.97  -0.898
Ge1 -0.40 1.75 1.39  1.426
C9 -2.28 1.77 2.02  -1.044
C10 -2.78 3.05 2.69  -0.237
C11 -4.30 3.06 2.89  -0.623
C12 -4.79 1.94 3.80  -1.125
H13 0.49 6.26 4.43  0.391
H14 1.27 5.09 5.50  0.358
H15 -0.48 5.07 5.29  0.299
H16 1.55 4.41 3.09  0.366
H17 -0.18 4.43 2.88  0.025
H18 -0.44 2.60 4.51  0.229
H19 1.26 2.65 4.89  0.465
H20 0.74 0.76 3.39  0.550
H21 1.84 1.86 2.61  0.429
H22 -0.27 3.23 0.82  -0.209
H23 -2.41 0.90 2.67  0.518
H24 -2.90 1.56 1.14  0.308
H25 -2.50 3.92 2.08  0.231
H26 -2.29 3.19 3.66  0.058
H27 -4.78 2.97 1.91  0.307
H28 -4.60 4.03 3.30  0.395
H29 -4.58 0.96 3.37  0.220
H30 -5.87 2.01 3.96  0.387
H31 -4.30 1.99 4.78  0.283
C13 3.38 -4.83 1.24  -0.486
C14 3.80 -4.17 0.09  -0.741
C15 2.87 -3.72 -0.83  0.172
C16 1.50 -3.92 -0.63  0.593
C17 1.10 -4.60 0.53  -0.310
C18 2.03 -5.05 1.45  -0.666
Si1 0.20 -3.30 -1.81  -0.639
C19 0.69 -3.51 -3.60  0.314
C20 -0.06 -4.35 -4.42  -0.406
C21 0.24 -4.50 -5.77  -0.607
C22 1.31 -3.79 -6.32  -0.393
C23 2.06 -2.94 -5.52  -0.907
C24 1.75 -2.80 -4.18  0.558
H32 4.11 -5.17 1.96  0.371
H33 4.86 -4.00 -0.08  0.393
H34 3.22 -3.22 -1.73  0.271
H35 0.04 -4.75 0.71  0.357
H36 1.70 -5.56 2.35  0.395
H37 -1.05 -4.04 -1.58  -0.148
H38 -0.90 -4.89 -4.00  0.356
H39 -0.36 -5.15 -6.39  0.382
H40 1.54 -3.90 -7.37  0.365
H41 2.87 -2.37 -5.95  0.389
H42 2.32 -2.10 -3.58  -0.005
F1 -4.74 -0.49 -1.61  -0.233
C25 -4.11 -1.62 -1.25  0.520
F2 -3.45 -2.09 -2.31  -0.192
F3 -5.04 -2.52 -0.92  -0.250
S1 -2.96 -1.33 0.17  1.006
O1 -2.26 -2.59 0.29  -0.654
O2 -3.84 -0.95 1.24  -0.587
O3 -2.15 -0.24 -0.39  -0.457
Se1 -0.87 -0.14 -3.98  -0.133
C26 -0.34 -0.65 -2.34  -0.357
N3 0.05 -1.56 -1.61  0.761
F4 -0.61 -0.98 2.17  -0.296
C27 0.29 -1.03 1.11  -0.129
F5 1.55 -0.80 1.72  -0.472
H43 0.34 -2.09 0.86  0.355

net charge: -1
HOMO-LUMO gap (spin up / spin down): 7.2 / 7.2 eV

--- 2 ---
Density functional theory data (ωB97M-V with the def2-TZVPD basis set) for C27H43F5FeGeN3O3SSeSi as an isolated structure.

Last column: Mulliken charge in e.
Atoms and positions in Å:
Fe1 -0.36 0.09 -0.18  -0.316
N1 0.66 1.86 -0.64  0.225
C1 0.20 3.26 -0.64  -0.665
C2 -1.27 3.40 -1.00  -0.921
C3 -2.20 2.95 0.14  0.773
C4 -3.09 1.77 -0.19  -1.313
N2 -2.33 0.64 -0.75  -0.139
H1 1.45 1.77 0.00  0.303
H2 1.04 1.63 -1.55  -0.056
H3 0.82 3.86 -1.31  0.467
H4 0.35 3.66 0.37  0.278
H5 -1.47 2.85 -1.92  0.284
H6 -1.45 4.45 -1.24  0.453
H7 -2.84 3.78 0.45  0.504
H8 -1.59 2.69 1.01  -0.822
H9 -3.88 2.07 -0.88  0.391
H10 -3.56 1.43 0.73  0.436
H11 -2.32 0.70 -1.76  0.316
H12 -2.81 -0.23 -0.53  0.127
C5 -0.92 2.37 6.67  -1.418
C6 -0.99 2.35 5.14  -0.104
C7 0.37 2.15 4.49  -0.784
C8 0.32 2.08 2.97  -0.661
Ge1 -0.55 0.45 2.17  0.514
C9 0.03 -1.08 3.31  -1.165
C10 -0.77 -1.32 4.58  0.078
C11 -0.39 -2.62 5.31  -0.718
C12 1.04 -2.61 5.83  -1.078
H13 -1.90 2.52 7.12  0.365
H14 -0.26 3.17 7.02  0.375
H15 -0.52 1.43 7.05  0.248
H16 -1.43 3.29 4.78  0.518
H17 -1.67 1.56 4.82  0.119
H18 0.83 1.24 4.89  0.198
H19 1.03 2.97 4.82  0.527
H20 1.34 2.08 2.57  0.362
H21 -0.18 2.98 2.58  0.297
H22 -2.07 0.64 2.59  -0.242
H23 1.09 -0.91 3.53  0.566
H24 -0.01 -1.97 2.68  0.624
H25 -1.84 -1.36 4.33  0.291
H26 -0.66 -0.49 5.28  -0.217
H27 -0.53 -3.46 4.63  0.331
H28 -1.08 -2.77 6.15  0.387
H29 1.76 -2.54 5.00  0.242
H30 1.27 -3.53 6.38  0.397
H31 1.21 -1.76 6.49  0.231
C13 -2.88 -2.75 -6.24  -0.407
C14 -1.70 -2.14 -6.65  -0.642
C15 -0.77 -1.73 -5.71  -0.421
C16 -1.00 -1.93 -4.34  0.269
C17 -2.20 -2.54 -3.95  -0.230
C18 -3.13 -2.95 -4.89  -0.768
Si1 0.22 -1.40 -3.04  -0.182
C19 1.54 -0.30 -3.77  0.836
C20 1.21 1.04 -3.97  -0.703
C21 2.12 1.93 -4.53  -0.506
C22 3.37 1.49 -4.91  -0.518
C23 3.72 0.16 -4.73  -0.584
C24 2.81 -0.73 -4.17  -0.609
H32 -3.61 -3.07 -6.98  0.354
H33 -1.51 -1.99 -7.70  0.380
H34 0.15 -1.25 -6.03  0.348
H35 -2.39 -2.73 -2.90  0.045
H36 -4.04 -3.43 -4.56  0.441
H37 -0.53 -0.51 -2.12  0.278
H38 0.23 1.40 -3.68  0.537
H39 1.84 2.97 -4.66  0.403
H40 4.09 2.18 -5.34  0.363
H41 4.70 -0.19 -5.02  0.394
H42 3.10 -1.76 -4.03  0.406
F1 3.98 -1.90 -1.38  -0.207
C25 4.09 -0.82 -0.60  0.512
F2 4.19 0.25 -1.39  -0.237
F3 5.23 -0.93 0.09  -0.233
S1 2.66 -0.67 0.54  1.320
O1 2.88 0.61 1.17  -0.757
O2 2.70 -1.85 1.35  -0.704
O3 1.55 -0.63 -0.44  -0.701
Se1 -3.29 -3.72 -0.16  -0.268
C26 -1.97 -2.52 0.00  0.075
N3 -1.14 -1.71 0.05  -0.103
F4 1.89 -3.51 -3.00  -0.334
C27 0.87 -3.01 -2.20  0.660
F5 -0.11 -3.95 -2.20  -0.251
H43 1.26 -2.92 -1.18  0.136

net charge: -1
HOMO-LUMO gap (spin up / spin down): 7.0 / 7.0 eV

Which structure wins on stability? 2 wins.

--- 1 ---
Density functional theory data (ωB97M-V with the def2-TZVPD basis set) for a 8-piece molecular cluster, C24H56N8O8 overall.

Last column: Mulliken charge in e.
Atoms and positions in Å:
C1 -2.19 -1.45 4.64  0.049
O1 -1.77 -0.37 4.21  -0.644
N1 -1.76 -2.08 5.70  0.203
C2 -2.07 -3.44 6.11  -0.937
C3 -0.74 -1.45 6.56  -1.201
H1 -3.01 -1.93 4.09  0.367
H2 -1.18 -3.96 6.47  0.295
H3 -2.69 -3.90 5.34  0.312
H4 -2.72 -3.29 6.97  0.371
H5 0.24 -1.87 6.35  0.452
H6 -0.74 -0.37 6.41  0.389
H7 -0.92 -1.46 7.63  0.406
C4 -0.14 1.95 1.41  -0.197
O2 0.29 3.11 1.45  -0.615
N2 -0.28 1.16 0.32  0.237
C5 0.07 1.67 -0.96  -0.539
C6 -0.64 -0.28 0.59  0.465
H8 -0.49 1.38 2.30  0.602
H9 0.93 1.11 -1.31  0.348
H10 0.19 2.75 -0.99  0.028
H11 -0.65 1.34 -1.72  0.057
H12 -1.61 -0.52 0.17  -0.692
H13 0.11 -0.89 0.08  0.205
H14 -0.63 -0.53 1.65  0.118
C7 0.55 -1.34 -3.89  -0.163
O3 0.41 -1.23 -2.67  -0.450
N3 0.13 -0.48 -4.84  0.297
C8 -0.58 0.74 -4.47  -0.897
C9 0.64 -0.49 -6.24  -1.044
H15 1.09 -2.21 -4.28  0.414
H16 0.09 1.60 -4.46  0.261
H17 -1.14 0.64 -3.54  0.159
H18 -1.30 1.04 -5.23  0.415
H19 1.29 -1.30 -6.55  0.335
H20 -0.31 -0.58 -6.77  0.393
H21 1.20 0.37 -6.63  0.321
C10 -4.05 -4.06 -1.57  0.143
O4 -3.85 -4.81 -2.49  -0.603
N4 -3.73 -2.73 -1.68  0.261
C11 -4.24 -1.73 -0.68  -0.559
C12 -2.92 -2.20 -2.87  -0.769
H22 -4.39 -4.32 -0.56  0.275
H23 -3.41 -1.10 -0.38  -0.133
H24 -4.61 -2.17 0.24  0.279
H25 -4.94 -0.99 -1.09  0.316
H26 -2.40 -2.94 -3.48  0.264
H27 -3.42 -1.58 -3.62  0.388
H28 -2.18 -1.62 -2.32  0.048
C13 2.09 0.98 6.43  0.064
O5 2.78 1.74 7.12  -0.603
N5 2.14 1.03 5.05  0.188
C14 3.05 1.91 4.30  -0.840
C15 1.43 0.00 4.37  -1.208
H29 1.41 0.25 6.90  0.332
H30 3.27 2.73 4.98  0.327
H31 2.61 2.26 3.37  0.236
H32 3.97 1.43 3.95  0.318
H33 1.82 -0.23 3.38  0.444
H34 1.30 -0.88 4.99  0.329
H35 0.40 0.33 4.22  0.401
C16 5.27 2.88 -4.95  0.110
O6 4.64 3.93 -4.90  -0.615
N6 4.77 1.86 -4.31  0.117
C17 5.56 0.64 -4.43  -1.142
C18 3.42 1.66 -3.76  -0.919
H36 6.23 2.76 -5.47  0.345
H37 6.45 0.84 -3.84  0.400
H38 5.85 0.35 -5.44  0.369
H39 5.11 -0.30 -4.12  0.339
H40 2.77 2.54 -3.78  0.352
H41 2.98 0.83 -4.30  0.262
H42 3.55 1.32 -2.74  0.384
C19 -0.66 -5.54 0.64  0.088
O7 -1.04 -6.47 1.31  -0.600
N7 -0.78 -5.42 -0.73  0.246
C20 -0.11 -4.28 -1.36  -0.592
C21 -1.29 -6.56 -1.59  -0.941
H43 -0.05 -4.73 1.07  0.345
H44 0.81 -4.77 -1.68  0.412
H45 0.01 -3.40 -0.73  -0.018
H46 -0.72 -4.02 -2.23  0.117
H47 -0.52 -7.01 -2.22  0.344
H48 -1.69 -7.34 -0.95  0.333
H49 -2.15 -6.38 -2.25  0.273
C22 -1.82 5.85 1.53  0.270
O8 -2.81 6.17 2.24  -0.638
N8 -1.00 6.75 0.88  0.101
C23 -1.20 8.17 0.87  -0.996
C24 0.23 6.17 0.34  -0.907
H50 -1.50 4.82 1.29  0.162
H51 -0.47 8.85 1.31  0.344
H52 -2.17 8.52 1.24  0.351
H53 -1.38 8.60 -0.12  0.357
H54 0.97 6.93 0.10  0.369
H55 0.78 5.66 1.13  0.339
H56 0.15 5.41 -0.44  0.224

SMILES: CN(C)C=O.CN(C)C=O.CN(C)C=O.CN(C)C=O.CN(C)C=O.CN(C)C=O.CN(C)C=O.CN(C)C=O
net charge: 0
HOMO-LUMO gap: 8.8 eV

--- 2 ---
Density functional theory data (ωB97M-V with the def2-TZVPD basis set) for a 8-piece molecular cluster, C24H56N8O8 overall.

Last column: Mulliken charge in e.
Atoms and positions in Å:
C1 1.43 3.66 -4.60  -0.988
C2 1.04 3.93 -5.98  0.642
O1 0.03 3.41 -6.46  -0.662
N1 1.90 4.68 -6.65  -0.181
C3 3.12 5.35 -6.21  -0.771
H1 2.45 3.30 -4.46  0.337
H2 0.76 2.84 -4.33  0.265
H3 1.23 4.61 -4.10  0.265
H4 1.80 4.58 -7.65  0.265
H5 3.65 5.66 -7.12  0.305
H6 3.78 4.63 -5.72  0.273
H7 2.88 6.19 -5.57  0.251
C4 0.95 -9.52 -4.11  -0.957
C5 0.86 -8.47 -2.93  0.683
O2 0.68 -8.79 -1.80  -0.612
N2 1.11 -7.19 -3.22  -0.207
C6 1.24 -6.08 -2.22  -0.859
H8 1.05 -9.12 -5.12  0.314
H9 0.09 -10.20 -4.08  0.278
H10 1.86 -10.10 -3.95  0.257
H11 1.32 -6.99 -4.18  0.201
H12 0.51 -5.32 -2.48  0.312
H13 2.21 -5.58 -2.28  0.282
H14 0.92 -6.30 -1.20  0.308
C7 -8.30 6.00 -1.26  -0.851
C8 -7.22 5.58 -0.31  0.581
O3 -7.49 4.61 0.47  -0.639
N3 -5.91 6.03 -0.44  -0.220
C9 -4.88 5.74 0.51  -0.806
H15 -9.22 6.24 -0.73  0.278
H16 -8.66 5.15 -1.85  0.243
H17 -7.97 6.91 -1.77  0.283
H18 -5.79 6.95 -0.85  0.251
H19 -4.92 4.68 0.77  0.296
H20 -5.03 6.38 1.37  0.284
H21 -3.93 5.95 0.02  0.300
C10 7.58 5.40 4.32  -0.908
C11 7.47 4.75 5.65  0.559
O4 6.72 3.78 5.78  -0.641
N4 8.11 5.21 6.77  -0.198
C12 8.61 6.57 7.01  -0.902
H22 6.74 6.09 4.25  0.243
H23 7.54 4.61 3.57  0.294
H24 8.50 5.94 4.10  0.337
H25 7.80 4.67 7.57  0.266
H26 9.56 6.63 6.47  0.309
H27 8.98 6.74 8.02  0.356
H28 7.94 7.41 6.85  0.284
C13 -4.23 -6.66 2.81  -0.938
C14 -4.28 -5.93 4.06  0.649
O5 -4.07 -4.70 4.03  -0.670
N5 -4.60 -6.55 5.18  -0.210
C15 -4.90 -5.82 6.39  -0.854
H29 -4.81 -7.58 2.79  0.328
H30 -3.18 -6.91 2.64  0.259
H31 -4.45 -5.97 2.00  0.278
H32 -5.06 -7.45 5.23  0.275
H33 -3.96 -5.57 6.87  0.261
H34 -5.48 -6.35 7.14  0.355
H35 -5.54 -4.95 6.20  0.267
C16 -9.03 -4.03 2.38  -1.061
C17 -9.11 -2.97 1.34  0.704
O6 -10.09 -2.70 0.77  -0.593
N6 -8.02 -2.27 1.07  -0.197
C18 -7.87 -0.99 0.49  -0.910
H36 -10.01 -4.23 2.80  0.288
H37 -8.23 -3.98 3.13  0.333
H38 -8.66 -4.95 1.92  0.283
H39 -7.27 -2.44 1.73  0.238
H40 -7.07 -0.50 1.03  0.318
H41 -8.72 -0.31 0.58  0.308
H42 -7.47 -1.16 -0.51  0.288
C19 8.11 1.46 -5.15  -0.999
C20 7.91 1.11 -3.63  0.663
O7 7.73 2.05 -2.85  -0.638
N7 7.87 -0.20 -3.35  -0.197
C21 7.57 -0.85 -2.11  -0.872
H43 7.27 1.54 -5.83  0.264
H44 8.89 0.83 -5.59  0.327
H45 8.56 2.45 -5.02  0.286
H46 7.76 -0.90 -4.07  0.241
H47 6.61 -1.35 -2.20  0.314
H48 7.57 -0.19 -1.25  0.332
H49 8.24 -1.70 -2.03  0.279
C22 2.25 1.43 0.95  -0.958
C23 1.47 0.23 0.66  0.733
O8 1.97 -0.86 0.37  -0.677
N8 0.18 0.30 0.88  -0.168
C24 -0.82 -0.74 0.99  -0.854
H50 1.62 2.31 0.90  0.335
H51 3.12 1.41 0.29  0.273
H52 2.56 1.33 1.99  0.244
H53 -0.17 1.25 0.95  0.209
H54 -1.08 -1.26 0.06  0.256
H55 -1.74 -0.35 1.44  0.327
H56 -0.41 -1.50 1.64  0.280

SMILES: CNC(C)=O.CNC(C)=O.CNC(C)=O.CNC(C)=O.CNC(C)=O.CNC(C)=O.CNC(C)=O.CNC(C)=O
net charge: 0
HOMO-LUMO gap: 9.7 eV

Which structure wins on stability? 2 wins.

--- 1 ---
Density functional theory data (ωB97M-V with the def2-TZVPD basis set) for C23H26Cl3IrN5OSiTe as an isolated structure.

Last column: natural (NBO) charge in e.
Atoms and positions in Å:
Ir1 -4.15 1.31 -1.04  0.581
Cl1 -4.90 2.81 2.11  -0.343
Si1 -4.22 3.26 0.24  1.101
Cl2 -5.46 4.67 -0.59  -0.335
Cl3 -2.38 4.13 0.50  -0.355
N1 -3.27 -0.53 -0.59  -0.738
C1 -3.27 -1.27 0.34  0.647
N2 -3.25 -2.02 1.34  -0.606
C2 -2.12 -2.13 2.06  0.439
N3 -1.16 -2.24 2.70  -0.418
N4 -7.01 0.51 0.09  -0.541
C3 -5.97 0.80 -0.30  0.320
H1 -7.92 0.27 0.46  0.482
C4 -2.27 3.80 -3.29  -0.718
C5 -1.68 2.66 -2.51  0.601
O1 -0.50 2.38 -2.49  -0.499
N5 -2.56 1.88 -1.77  -0.343
Te1 -0.15 0.29 -0.02  1.220
C6 0.69 -0.34 1.77  -0.420
C7 0.79 0.61 2.80  0.109
C8 0.33 2.05 2.69  -0.661
C9 1.35 0.22 4.00  -0.263
C10 1.78 -1.09 4.21  0.080
C11 2.37 -1.51 5.53  -0.641
C12 1.63 -2.01 3.18  -0.220
C13 1.09 -1.67 1.96  0.062
C14 0.92 -2.74 0.91  -0.644
C15 1.24 -0.40 -1.42  -0.388
C16 0.76 -1.17 -2.48  0.093
C17 -0.71 -1.50 -2.63  -0.660
C18 1.66 -1.63 -3.42  -0.248
C19 3.02 -1.34 -3.33  0.062
C20 3.99 -1.84 -4.36  -0.640
C21 3.46 -0.54 -2.27  -0.219
C22 2.60 -0.05 -1.31  0.008
C23 3.15 0.82 -0.21  -0.641
H2 -1.54 4.16 -4.02  0.260
H3 -2.51 4.61 -2.60  0.257
H4 -3.18 3.49 -3.79  0.241
H5 -0.18 2.29 1.75  0.204
H6 1.18 2.73 2.77  0.238
H7 -0.35 2.30 3.50  0.240
H8 1.44 0.94 4.80  0.217
H9 2.52 -0.66 6.19  0.222
H10 3.32 -2.02 5.39  0.231
H11 1.70 -2.22 6.03  0.237
H12 1.93 -3.04 3.35  0.220
H13 0.96 -3.73 1.37  0.242
H14 1.70 -2.69 0.15  0.231
H15 -0.05 -2.66 0.40  0.204
H16 -1.12 -1.98 -1.75  0.219
H17 -0.88 -2.17 -3.47  0.239
H18 -1.30 -0.58 -2.81  0.223
H19 1.31 -2.24 -4.24  0.217
H20 3.53 -2.58 -5.01  0.223
H21 4.86 -2.29 -3.89  0.231
H22 4.34 -1.01 -4.98  0.235
H23 4.51 -0.29 -2.21  0.219
H24 4.13 1.21 -0.49  0.236
H25 3.27 0.27 0.72  0.237
H26 2.51 1.68 -0.01  0.213

net charge: +1
HOMO-LUMO gap (spin up / spin down): 7.9 / 5.7 eV
2S+1: 5

--- 2 ---
Density functional theory data (ωB97M-V with the def2-TZVPD basis set) for C23H26Cl3IrN5OSiTe as an isolated structure.

Last column: natural (NBO) charge in e.
Atoms and positions in Å:
Ir1 -0.03 0.17 -0.32  0.729
Cl1 3.42 1.01 -1.39  -0.342
Si1 2.38 -0.10 -0.02  1.004
Cl2 3.06 -2.04 -0.19  -0.369
Cl3 2.98 0.53 1.84  -0.358
N1 0.27 2.01 -0.77  -0.536
C1 0.54 3.16 -0.91  0.652
N2 0.76 4.34 -1.19  -0.456
C2 1.14 5.38 -0.47  0.392
N3 1.43 6.33 0.09  -0.267
N4 -3.21 0.16 -0.66  -0.575
C3 -2.06 0.16 -0.52  0.320
H1 -4.20 0.16 -0.78  0.475
C4 0.30 -3.94 -1.09  -0.728
C5 0.11 -2.47 -1.00  0.638
O1 0.16 -1.72 -1.98  -0.523
N5 -0.22 -1.79 0.16  -0.722
Te1 -0.66 -2.78 2.09  1.232
C6 -1.53 -4.22 3.47  -0.322
C7 -1.77 -3.81 4.78  -0.022
C8 -1.43 -2.45 5.31  -0.640
C9 -2.37 -4.74 5.63  -0.209
C10 -2.70 -6.02 5.21  0.035
C11 -3.34 -7.00 6.15  -0.635
C12 -2.41 -6.39 3.90  -0.244
C13 -1.81 -5.51 3.01  0.072
C14 -1.49 -5.97 1.62  -0.660
C15 -2.11 -1.31 2.40  -0.364
C16 -1.75 -0.07 2.92  0.095
C17 -0.37 0.28 3.39  -0.678
C18 -2.75 0.89 3.09  -0.260
C19 -4.07 0.64 2.75  0.046
C20 -5.14 1.67 2.96  -0.639
C21 -4.39 -0.62 2.23  -0.242
C22 -3.44 -1.60 2.03  -0.010
C23 -3.86 -2.91 1.45  -0.650
H2 0.73 -4.18 -2.06  0.269
H3 -0.67 -4.44 -0.99  0.248
H4 0.96 -4.29 -0.30  0.248
H5 -0.50 -2.05 4.89  0.209
H6 -1.29 -2.49 6.39  0.241
H7 -2.22 -1.73 5.10  0.230
H8 -2.57 -4.45 6.66  0.219
H9 -3.44 -6.59 7.15  0.224
H10 -2.75 -7.91 6.21  0.232
H11 -4.33 -7.28 5.80  0.231
H12 -2.64 -7.39 3.57  0.218
H13 -1.80 -7.00 1.47  0.240
H14 -0.41 -5.92 1.42  0.221
H15 -1.99 -5.36 0.86  0.209
H16 0.40 -0.41 3.05  0.222
H17 -0.33 0.30 4.48  0.244
H18 -0.08 1.27 3.04  0.240
H19 -2.48 1.85 3.50  0.222
H20 -4.73 2.59 3.38  0.228
H21 -5.91 1.30 3.63  0.237
H22 -5.63 1.92 2.01  0.224
H23 -5.42 -0.83 1.96  0.217
H24 -4.86 -2.83 1.02  0.232
H25 -3.89 -3.70 2.20  0.246
H26 -3.19 -3.25 0.65  0.209

net charge: +1
HOMO-LUMO gap (spin up / spin down): 9.0 / 5.1 eV
2S+1: 5

Which structure wins on stability? 1 wins.